Molecular formula: C4H9NO2
Method: DFT, ωB97M-V/def2-TZVPD

ORCA input file:
```
! wB97M-V def2-TZVPD RIJCOSX def2/J DEFGRID3
* xyz 0 1
C -1.96 0.32 -1.20
C -2.09 1.16 -0.18
C 1.38 0.64 -0.11
N 1.27 -0.72 0.36
C 0.21 -1.28 1.04
O 2.49 -1.29 0.69
O -0.75 -1.80 0.52
H 3.41 -1.39 0.40
H -2.27 0.64 -2.18
H -1.97 -0.76 -1.14
H 0.53 -1.72 2.00
H -1.53 1.40 0.71
H -2.90 1.88 -0.29
H 1.96 0.66 -1.03
H 1.86 1.26 0.65
H 0.37 1.01 -0.25
*
```

Orbital gap = 9.21 eV
HOMO level = -8.68 eV
Relative energy (zero: lowest compared OMol25 entry of this formula, charge and spin) = 702.2 kJ/mol
Molecular weight = 103.1 Da
SMILES = CN(O)C=O.C=C

Atom charges from the Mulliken analysis, given in e for atoms 1 to 5: number 1, C, carries -0.48; number 2, C, carries -0.51; number 3, C, carries -0.64; number 4, N, carries 0.36; number 5, C, carries -0.19

***

Molecular formula: C4H6FN2
Method: DFT, ωB97M-V/def2-TZVPD

ORCA input file:
```
! wB97M-V def2-TZVPD RIJCOSX def2/J DEFGRID3
* xyz 1 1
C 2.28 0.61 0.17
C 1.03 0.20 0.13
C -1.14 -0.15 0.94
C -0.45 -0.59 -1.52
N 3.43 0.96 0.22
N -0.14 -0.11 -0.11
F 0.81 1.27 2.41
H -1.90 0.60 0.49
H -0.79 0.30 1.87
H -1.56 -1.09 0.85
H -1.32 0.03 -1.68
H -0.51 -1.68 -1.42
H 0.26 -0.34 -2.35
*
```

Orbital gap (alpha / beta) = 6.68 / 6.67 eV
HOMO level (alpha / beta) = -15.64 / -15.63 eV
Relative energy (zero: lowest compared OMol25 entry of this formula, charge and spin) = 758.9 kJ/mol
Molecular weight = 101.1 Da

Atom charges from the Mulliken analysis, given in e for atoms 1 to 5: number 1, C, carries 0.21; number 2, C, carries 0.79; number 3, C, carries -0.73; number 4, C, carries -0.73; number 5, N, carries -0.13

***

Molecular formula: C5H10O
Method: DFT, ωB97M-V/def2-TZVPD

ORCA input file:
```
! wB97M-V def2-TZVPD RIJCOSX def2/J DEFGRID3
* xyz 0 1
C 1.21 1.88 0.04
C 0.59 0.86 -0.95
C -0.03 -0.35 -0.34
C 0.50 -1.54 -0.50
C -1.82 -1.14 1.08
H 1.78 2.71 -0.48
H 1.85 1.43 0.81
H 0.41 2.44 0.57
H -0.15 1.46 -1.54
H 1.31 0.52 -1.71
H 0.10 -2.45 -0.01
H 1.41 -1.62 -1.09
H -1.20 -1.61 1.85
H -2.70 -0.69 1.56
H -2.15 -1.84 0.25
O -1.10 -0.06 0.46
*
```

Orbital gap = 9.90 eV
HOMO level = -8.83 eV
Relative energy (zero: lowest compared OMol25 entry of this formula, charge and spin) = 115.3 kJ/mol
Molecular weight = 86.1 Da
SMILES = C=C(CC)OC

Atom charges from the Mulliken analysis, given in e for atoms 1 to 5: number 1, C, carries -1.05; number 2, C, carries -0.44; number 3, C, carries 0.71; number 4, C, carries -0.97; number 5, C, carries -0.80

***

Molecular formula: C10H8N2O5PbSe
Method: DFT, ωB97M-V/def2-TZVPD

ORCA input file:
```
! wB97M-V def2-TZVPD RIJCOSX def2/J DEFGRID3
* xyz 2 1
O -1.84 0.40 -5.13
C -1.27 0.37 -4.13
Pb -0.18 0.31 -2.11
O -2.34 2.51 -1.05
C -1.59 1.73 -1.50
C 1.11 -1.08 -3.11
O 1.87 -1.85 -3.55
C 1.00 1.91 -2.98
O 1.69 2.77 -3.34
C -1.48 -1.24 -1.64
O -2.16 -2.12 -1.26
C -0.12 2.27 1.93
N -0.02 0.79 2.05
C -0.47 0.05 3.15
C -0.14 -1.24 2.92
N 0.51 -1.30 1.69
C 1.10 -2.53 1.10
C 0.58 -0.05 1.16
Se 1.70 0.49 -0.29
H 0.32 2.62 0.99
H 0.41 2.75 2.76
H -1.17 2.57 1.96
H -0.95 0.52 3.97
H -0.28 -2.11 3.52
H 1.85 -2.94 1.78
H 0.31 -3.27 0.96
H 1.57 -2.33 0.14
*
```

Orbital gap (alpha / beta) = 4.83 / 4.96 eV
HOMO level (alpha / beta) = -13.46 / -13.53 eV
Molecular weight = 522.3 Da

Atom charges from the Mulliken analysis, given in e for atoms 1 to 5: number 1, O, carries -0.07; number 2, C, carries 0.19; number 3, Pb, carries 2.12; number 4, O, carries -0.15; number 5, C, carries -0.14

***

Molecular formula: C3H6O
Method: DFT, ωB97M-V/def2-TZVPD

ORCA input file:
```
! wB97M-V def2-TZVPD RIJCOSX def2/J DEFGRID3
* xyz 0 1
C -1.50 0.54 -0.18
C -0.46 -0.23 0.45
C 1.09 -0.49 -0.17
O -1.55 -0.94 -0.05
H -2.28 1.11 0.38
H -1.36 1.01 -1.13
H -0.53 -0.28 1.48
H 1.54 -1.37 0.31
H 1.77 0.26 0.14
H 0.96 -0.40 -1.15
*
```

Orbital gap = 11.28 eV
HOMO level = -10.12 eV
Relative energy (zero: lowest compared OMol25 entry of this formula, charge and spin) = 217.0 kJ/mol
Molecular weight = 58.1 Da
SMILES = C[C@H]1CO1

Atom charges from the Mulliken analysis, given in e for atoms 1 to 5: number 1, C, carries -0.38; number 2, C, carries 0.13; number 3, C, carries -1.12; number 4, O, carries -0.41; number 5, H, carries 0.22

***

Molecular formula: C12H21Cl2LaNdO3P
Method: DFT, ωB97M-V/def2-TZVPD

ORCA input file:
```
! wB97M-V def2-TZVPD RIJCOSX def2/J DEFGRID3
* xyz 4 4
La -0.72 3.18 -5.15
Nd -0.83 -0.97 -2.18
Cl -0.98 3.03 -2.59
Cl 1.10 -1.28 -3.78
C 0.28 -2.90 -1.37
C -2.74 2.15 -5.47
C -0.60 1.02 -6.00
O 0.81 -3.88 -1.01
O -3.58 1.35 -5.62
O -0.78 -0.03 -6.47
C 2.88 -1.01 0.23
C 1.62 -1.20 1.09
C 1.88 -0.88 2.56
P 0.25 -0.26 0.27
C -1.38 -1.07 0.62
C -1.46 -1.55 2.08
C -2.60 -0.19 0.26
C 0.16 1.45 0.96
C -0.38 1.57 2.39
C 1.51 2.15 0.75
H 3.22 0.03 0.22
H 2.71 -1.32 -0.82
H 3.69 -1.64 0.62
H 1.31 -2.26 1.03
H 2.23 0.16 2.71
H 1.02 -1.07 3.20
H 2.69 -1.54 2.91
H -1.43 -1.99 -0.01
H -1.42 -0.71 2.77
H -2.42 -2.07 2.22
H -0.67 -2.26 2.33
H -2.56 0.35 -0.71
H -3.49 -0.83 0.26
H -2.75 0.57 1.05
H -0.57 1.95 0.29
H 0.20 0.97 3.10
H -0.29 2.62 2.70
H -1.44 1.30 2.47
H 1.83 2.10 -0.30
H 1.41 3.22 1.01
H 2.31 1.73 1.38
*
```

Orbital gap (alpha / beta) = 4.04 / 3.98 eV
<S²> = 3.756
HOMO level (alpha / beta) = -20.98 / -20.92 eV
Relative energy (zero: lowest compared OMol25 entry of this formula, charge and spin) = 206.0 kJ/mol
Molecular weight = 598.3 Da

Atom charges from the Mulliken analysis, given in e for atoms 1 to 5: number 1, La, carries 1.79; number 2, Nd, carries 1.56; number 3, Cl, carries -0.33; number 4, Cl, carries -0.35; number 5, C, carries 0.27

***

no.,total energy (Eh)
1,-362.81807
2,-364.83707
3,-271.70868
4,-3464.88382
5,-193.06056
6,-2548.65875